[1]
{"formula": "C9H14", "method": "ωB97M-V with the def2-TZVPD basis set", "lumo_energy_ev": 1.027, "e_homo_ev": -9.1, "spin_multiplicity": 1, "total_energy_ev": -9559.546, "e_above_lowest_ev": 0.636, "symbols": ["C", "C", "C", "C", "C", "C", "C", "H", "H", "H", "H", "H", "H", "H", "H", "C", "C", "H", "H", "H", "H", "H", "H"], "coordinates": [[-3.421641, 0.527647, 1.245708], [-0.438883, -0.241526, -1.658778], [-1.717684, -0.733863, -1.880778], [-0.072697, 0.318054, -0.451245], [-2.661353, -0.555271, -0.872706], [-1.054355, 0.652545, 0.482158], [-2.349071, 0.211153, 0.240088], [0.334229, -0.420120, -2.400391], [-1.940238, -1.279159, -2.788647], [0.976323, 0.500709, -0.295406], [-3.654607, -0.963020, -0.995198], [-0.767841, 1.223299, 1.357297], [-3.663136, 1.581773, 1.422097], [-3.264285, -0.022681, 2.174379], [-4.441276, 0.268525, 0.934215], [3.228068, -0.851864, 0.533153], [3.741289, 0.574672, 0.338360], [3.818322, -1.628336, 0.036525], [3.366054, -1.155589, 1.564629], [2.227905, -0.926289, 0.122885], [4.356014, 0.930134, 1.170850], [2.972568, 1.335915, 0.231422], [4.426296, 0.653290, -0.510618]], "atomic_forces_ev_per_a": [[-1.434, -0.037, 0.119], [0.424, -0.915, -0.455], [0.088, 0.180, 0.578], [-0.428, 0.509, -0.051], [0.277, 0.157, -0.756], [0.684, -0.511, -0.747], [-0.722, 0.482, 0.831], [-0.074, 0.028, 0.007], [-0.104, 0.069, 0.017], [0.004, 0.473, 0.170], [-0.121, 0.073, 0.085], [-0.284, -0.126, 0.121], [1.114, 0.138, 0.278], [0.104, 0.367, 0.174], [0.315, -0.765, -0.423], [0.697, -0.078, -0.206], [1.105, 0.235, -0.020], [0.141, 0.421, -0.438], [-0.890, 0.086, 0.358], [-0.204, -0.416, 0.542], [-0.119, -0.248, 0.144], [-0.254, -0.151, -0.144], [-0.319, 0.030, -0.185]], "nbo_charge": [-0.64, -0.23, -0.20, -0.19, -0.22, -0.22, -0.01, 0.21, 0.21, 0.21, 0.21, 0.22, 0.22, 0.22, 0.21, -0.62, -0.62, 0.21, 0.21, 0.21, 0.21, 0.20, 0.21]}


[2]
{"formula": "C18H27BBr12INO3PS", "method": "ωB97M-V with the def2-TZVPD basis set", "lumo_energy_ev": 1.011, "total_charge": -1, "e_homo_ev": -5.1, "spin_multiplicity": 1, "total_energy_ev": -896150.457, "symbols": ["C", "C", "C", "I", "B", "C", "O", "C", "C", "C", "C", "C", "C", "C", "C", "C", "C", "S", "P", "N", "O", "O", "H", "H", "H", "H", "H", "H", "H", "H", "H", "H", "H", "H", "H", "H", "H", "H", "H", "H", "H", "H", "H", "H", "H", "C", "Br", "Br", "Br", "H", "C", "Br", "Br", "Br", "H", "C", "Br", "Br", "Br", "H", "C", "Br", "Br", "Br", "H"], "coordinates": [[-4.304329, -0.510942, 0.270846], [-3.422607, 0.645771, -0.260128], [-1.911080, 0.247402, -0.286876], [-1.581631, -1.788554, -0.962529], [-1.019138, 1.395489, -1.056224], [0.353405, 0.820196, -1.750285], [-1.700842, 2.167726, -2.147499], [-1.500284, 3.526097, -1.907402], [-1.220536, 4.434462, -3.119341], [0.119823, 4.269826, -3.834703], [1.076560, 5.234050, -3.606068], [2.313889, 5.122807, -4.186138], [2.554200, 4.041050, -4.989954], [1.608248, 3.101331, -5.255466], [0.351713, 3.196162, -4.678878], [-0.654056, 2.128091, -5.023207], [-0.714913, 3.701145, -0.553513], [1.153631, 3.949196, -0.547935], [-1.351770, 5.113518, 0.488451], [-0.361161, 5.091251, 1.915250], [-0.869500, 6.476596, -0.330622], [-0.868843, 2.441634, 0.006376], [-5.214233, -0.057227, 0.689614], [-4.606032, -1.178632, -0.535181], [-3.809000, -1.057500, 1.074429], [-3.701796, 0.914402, -1.279546], [-3.466034, 1.473865, 0.449379], [-1.596328, 0.267130, 0.760924], [0.909847, 0.167862, -1.057969], [1.019408, 1.591024, -2.147180], [0.080853, 0.185794, -2.602685], [-2.529933, 3.849206, -1.620663], [-1.988099, 4.183003, -3.860466], [-1.405834, 5.479377, -2.860084], [0.834436, 6.049980, -2.935008], [3.059672, 5.878264, -3.964097], [3.543757, 3.930490, -5.430189], [1.849261, 2.262112, -5.899657], [-0.329841, 1.133670, -4.718900], [-1.627401, 2.351815, -4.600964], [-0.804628, 2.084236, -6.112026], [1.650414, 3.497168, -1.711752], [0.467539, 5.672872, 1.794414], [-0.025828, 4.139030, 2.062617], [-0.090420, 6.873104, 0.082670], [0.474206, -3.599134, 2.002447], [1.715761, -2.272388, 1.391867], [1.191947, -5.382319, 1.823080], [-0.120284, -3.250854, 3.802769], [-0.396709, -3.535458, 1.359007], [0.417427, -9.012801, 3.106833], [0.682651, -10.538005, 4.254191], [0.973263, -9.373715, 1.298826], [-1.393952, -8.371235, 3.184789], [1.051640, -8.220351, 3.482452], [4.896236, -2.832532, 3.907369], [6.182248, -1.518593, 3.335542], [5.576971, -4.625747, 3.716820], [4.280041, -2.493651, 5.700410], [4.039674, -2.746792, 3.254803], [0.065849, -9.447686, 8.065414], [0.887698, -9.475413, 9.808496], [-1.856427, -9.466967, 8.181189], [0.698344, -7.975992, 7.003343], [0.362857, -10.355716, 7.558517]], "atomic_forces_ev_per_a": [[-0.559, 1.219, 0.023], [0.988, -1.916, 0.118], [-0.896, 1.218, 0.100], [-0.053, -0.016, 0.004], [0.730, -0.274, -0.855], [0.023, -0.334, 0.540], [0.657, 0.042, -0.154], [-1.937, 1.174, 0.656], [0.389, -0.843, -0.754], [-1.686, 0.126, 0.837], [0.038, 0.325, 0.079], [0.041, 0.820, 0.542], [1.936, 0.096, -0.698], [-0.366, -0.557, -0.124], [0.074, -0.623, -0.325], [-0.412, 0.342, -0.502], [1.682, -1.726, -1.375], [0.620, 0.756, -0.032], [-1.742, -0.362, 0.252], [0.271, 0.244, -0.612], [0.259, -0.237, 0.670], [-0.573, 0.784, 1.151], [-0.025, -0.287, -0.049], [0.145, -0.162, 0.157], [-0.001, -0.083, -0.116], [-0.236, 0.345, 0.224], [-0.086, 0.263, -0.387], [0.254, -0.475, -0.143], [0.176, 0.182, -0.154], [-0.035, -0.046, 0.120], [-0.074, 0.030, 0.091], [0.316, 0.505, 0.182], [-0.137, 0.050, 0.224], [0.248, -0.100, 0.242], [0.070, -0.015, -0.025], [0.141, -0.155, -0.191], [-0.094, 0.000, -0.004], [-0.064, 0.018, 0.000], [-0.054, 0.109, 0.265], [0.044, -0.340, 0.235], [0.222, 0.081, 0.084], [-0.454, -0.009, 0.032], [0.085, -0.223, 0.063], [-0.064, 0.040, 0.081], [0.168, -0.104, -0.397], [-0.116, 0.070, -0.021], [0.061, -0.001, 0.065], [0.031, -0.014, 0.000], [0.064, -0.047, -0.049], [0.034, 0.044, -0.024], [-0.042, 0.170, 0.032], [-0.009, -0.130, -0.104], [-0.029, 0.001, 0.098], [0.085, -0.065, 0.003], [-0.019, -0.013, 0.002], [0.000, 0.002, 0.019], [-0.048, -0.068, 0.036], [-0.021, 0.069, 0.019], [0.036, -0.026, -0.073], [-0.065, 0.004, -0.045], [0.005, -0.032, -0.093], [-0.043, 0.014, -0.062], [0.083, 0.013, 0.001], [-0.024, 0.104, 0.115], [-0.012, 0.021, 0.004]], "nbo_charge": [-0.62, -0.43, -0.50, -0.05, 0.81, -0.93, -0.74, 0.08, -0.44, -0.06, -0.19, -0.24, -0.23, -0.23, 0.09, -0.65, -0.14, -0.19, 1.25, -1.17, -0.98, -0.74, 0.19, 0.21, 0.20, 0.21, 0.22, 0.21, 0.19, 0.19, 0.20, 0.16, 0.21, 0.22, 0.22, 0.20, 0.20, 0.20, 0.23, 0.24, 0.19, 0.15, 0.36, 0.40, 0.48, -0.50, 0.11, 0.06, 0.08, 0.25, -0.50, 0.07, 0.10, 0.11, 0.23, -0.50, 0.09, 0.08, 0.09, 0.23, -0.50, 0.08, 0.09, 0.10, 0.22]}